(1)
Molecular formula: C9H9NS
Method: DFT, the ωB97M-V functional and the def2-TZVPD basis

Output
Multiplicity: 3
Net charge: 0
Relative energy (zero: lowest compared OMol25 entry of this formula, charge and spin), kcal/mol: 1.6
Highest occupied orbital energy (spin up / spin down), eV: -6.212 / -8.642
M, u: 163.2
Lowest unoccupied orbital energy (spin up / spin down), hartree: 0.036 / -0.077

Last column: natural (NBO) charge in e.
Cartesian coordinates (Å):
S 1.13010 2.06964 -0.19668  0.30
N 2.17574 0.59336 0.82291  -0.40
C -1.60887 1.77895 0.04330  -0.20
C 3.12525 -0.05838 -0.00488  -0.28
C -0.44232 -0.33385 -0.25200  0.00
C 1.88643 -0.74107 0.44754  -0.10
C -2.80017 -0.34368 0.26874  -0.19
C -1.63860 -1.01013 -0.07645  -0.22
C -0.43688 1.10757 -0.15447  -0.18
C -2.76187 1.04832 0.34571  -0.22
C 0.80062 -1.12621 -0.64044  -0.44
H 2.10294 -1.37589 1.28762  0.21
H -1.59515 -2.04986 -0.23097  0.21
H 1.01074 -0.75613 -1.60071  0.22
H -3.75050 -0.99798 0.39884  0.22
H 4.00516 -0.35431 0.53469  0.19
H 0.84746 -2.19946 -0.54258  0.23
H -1.81202 2.76572 0.02644  0.22
H -3.58121 1.73521 0.50857  0.22
H 3.34316 0.24815 -0.98515  0.20

Cartesian forces, eV/Å:
S -2.440 0.012 -0.849
N -0.492 0.651 0.160
C -1.129 -3.618 0.745
C 1.272 -0.858 1.692
C -0.442 0.107 0.008
C 0.177 -0.350 -1.853
C -1.921 -0.699 0.206
C 0.626 1.229 0.104
C 2.921 -0.541 -0.254
C -0.116 0.144 -0.632
C 0.625 1.803 3.613
H -0.587 -0.945 0.040
H -0.296 -1.203 -0.010
H 1.131 0.092 -1.329
H 1.609 1.598 -0.072
H 0.600 -0.166 0.087
H -1.100 -0.354 -0.506
H 0.512 3.364 -0.067
H -0.667 -0.751 0.241
H -0.283 0.487 -1.322


(2)
Molecular formula: C9H9O4
Method: DFT, the ωB97M-V functional and the def2-TZVPD basis

Output
Net charge: -1
Relative energy (zero: lowest compared OMol25 entry of this formula, charge and spin), kcal/mol: 26.1
Highest occupied orbital energy, eV: -2.575
M, u: 181.2
Lowest unoccupied orbital energy, hartree: 0.131
SMILES: CC/C([O-])=C1\C=C[C@@H](OC=C=O)O1

Last column: natural (NBO) charge in e.
Cartesian coordinates (Å):
O -3.98792 -1.86271 -1.19256  -0.51
O -0.74345 0.99461 1.17970  -0.50
O -3.00734 0.93228 0.58594  -0.55
O 0.91755 -1.20716 1.85328  -0.72
C 0.96742 -0.67529 0.72413  0.43
C -3.40342 -1.14697 -0.45626  0.63
C 2.09447 -1.11341 -0.22886  -0.46
C 0.14894 0.35304 0.26809  -0.01
C 3.38451 -0.44205 0.23822  -0.60
C -1.23868 1.64888 -0.96327  -0.44
C -2.87877 -0.43921 0.49815  -0.21
C -1.71701 1.63306 0.44625  0.35
C -0.16314 0.82008 -1.02194  -0.19
H -1.95920 2.61181 0.89007  0.15
H 4.24259 -0.76732 -0.35164  0.18
H 0.37030 0.54968 -1.91537  0.20
H 3.29065 0.63952 0.15875  0.20
H -1.78491 2.11596 -1.76019  0.20
H 1.88432 -0.84900 -1.26439  0.19
H 3.55592 -0.69267 1.28270  0.21
H -2.17993 -0.90521 1.18814  0.25
H 2.20711 -2.19792 -0.15894  0.20

Cartesian forces, eV/Å:
O 0.514 0.589 0.362
O 0.388 -0.381 -0.057
O -0.493 -0.169 0.030
O 0.099 0.058 0.100
C 0.145 -0.222 -0.253
C -1.037 -1.091 -0.940
C -0.151 0.124 0.308
C 0.020 0.081 0.226
C -0.031 -0.129 -0.110
C -0.035 -0.139 0.222
C 0.821 0.867 0.795
C -0.178 0.604 -0.393
C -0.099 0.230 0.166
H -0.023 -0.286 -0.004
H 0.113 0.010 -0.015
H 0.071 -0.115 -0.131
H 0.036 0.100 -0.014
H 0.000 0.101 -0.207
H -0.016 -0.002 -0.059
H 0.070 -0.009 0.089
H -0.100 -0.215 -0.117
H -0.114 -0.006 0.003


(3)
Molecular formula: C9H9O6Y
Method: DFT, the ωB97M-V functional and the def2-TZVPD basis

Output
Net charge: +2
Relative energy (zero: lowest compared OMol25 entry of this formula, charge and spin), kcal/mol: 97.5
Highest occupied orbital energy (spin up / spin down), eV: -16.958 / -16.991
M, u: 302.1
Lowest unoccupied orbital energy (spin up / spin down), hartree: -0.395 / -0.386

Last column: natural (NBO) charge in e.
Cartesian coordinates (Å):
Y 0.39232 0.31579 -1.41555  2.01
O 0.87112 3.54637 -3.06637  -0.29
O 1.46132 2.97195 0.69829  -0.28
O -0.36767 -0.72003 0.40916  -0.69
O -2.84069 3.02395 -3.00993  -0.19
O -1.90927 2.13053 0.04812  -0.28
O 6.10934 -0.04316 -3.39781  -0.45
C -2.07202 2.56646 -2.23997  0.67
C -0.13505 -2.07311 2.38857  -0.44
C 1.16032 2.08937 0.01701  0.43
C -1.60723 -2.08939 1.95776  -0.44
C -1.72531 -1.23470 0.69376  -0.07
C -1.54160 1.99390 -1.12391  -0.08
C 0.59547 -1.08394 1.47141  -0.08
C 0.78045 2.48859 -2.61709  0.42
C 5.08144 0.39716 -3.15352  0.46
H 0.31938 -3.06217 2.28683  0.25
H -0.04012 -1.76370 3.43109  0.26
H -2.02824 -1.80130 -0.19302  0.20
H -1.94760 -3.10803 1.75323  0.26
H -2.23342 -1.66600 2.75061  0.25
H 0.86867 -0.15938 2.00055  0.20
H 1.48559 -1.48472 0.97149  0.23
H -2.37359 -0.36248 0.82072  0.21
H 1.69638 -0.87198 -1.48143  -0.55

Cartesian forces, eV/Å:
Y -1.485 -1.517 0.211
O -0.368 -4.227 1.825
O -1.322 -3.891 -3.005
O 0.156 0.260 -0.422
O 3.814 -2.463 2.147
O 0.576 0.033 -1.390
O -2.610 1.128 0.616
C -5.545 3.951 -2.204
C 0.530 -0.150 -0.170
C 1.977 4.866 4.269
C -0.383 0.092 0.001
C -0.097 0.077 0.045
C -0.103 -0.772 1.283
C 0.128 0.156 0.437
C 0.873 5.050 -2.759
C 2.543 -1.108 -0.596
H -0.127 0.161 0.056
H 0.054 -0.064 -0.173
H 0.016 0.017 0.196
H 0.045 0.215 0.108
H 0.067 -0.162 -0.257
H -0.172 -0.197 -0.138
H -0.284 -0.050 0.138
H 0.106 -0.185 0.025
H 1.611 -1.221 -0.243


(4)
Molecular formula: CBe4O15PS2
Method: DFT, the ωB97M-V functional and the def2-TZVPD basis

Output
Net charge: -1
Highest occupied orbital energy, eV: -3.273
M, u: 383.2
Lowest unoccupied orbital energy, hartree: -0.026

Last column: natural (NBO) charge in e.
Cartesian coordinates (Å):
S 18.99552 -4.47475 14.67073  2.63
S 16.41119 -5.22951 14.53901  2.63
P 14.56162 -3.84500 13.49867  2.23
O 15.61979 -3.12374 12.67670  -0.99
O 19.33070 -5.37706 15.68913  -0.96
O 16.75677 -4.33059 13.45674  -1.26
O 15.21843 -5.97026 14.30922  -1.04
O 13.79432 -5.16455 13.32508  -0.96
O 16.60698 -6.16180 16.96961  -0.90
O 17.48621 -6.02095 15.13819  -0.94
O 18.27740 -7.56653 17.28292  -0.80
O 18.13784 -5.70575 18.25388  -0.86
O 13.36128 -3.04293 13.96646  -0.94
O 16.10181 -4.22707 15.51980  -1.14
O 17.96283 -3.61159 15.11419  -1.28
O 20.12156 -3.69303 14.24734  -0.98
O 13.88649 -3.80381 12.08840  -0.48
O 18.58260 -5.26643 13.52555  -1.20
C 17.56458 -6.57076 17.56287  0.87
Be 14.87471 -6.11677 12.72817  1.03
Be 17.65656 -4.83294 12.30958  1.07
Be 16.80651 -2.78734 14.59824  1.64
Be 17.75916 -4.82875 16.33869  1.63

Cartesian forces, eV/Å:
S 14.334 -0.880 -5.313
S 2.561 -7.613 5.437
P -9.068 8.322 -2.063
O 0.388 6.713 -0.698
O 2.061 0.503 4.323
O 1.434 -2.450 -1.133
O 1.454 -4.196 0.556
O -3.431 -3.640 -4.176
O -7.892 1.786 -1.247
O -5.250 -0.850 -4.247
O -1.364 -2.205 -0.039
O 2.334 5.450 2.620
O 2.426 1.568 5.060
O -5.216 4.198 3.146
O 0.425 7.075 3.857
O -0.283 1.122 -0.222
O -1.413 -2.439 -5.265
O 2.670 -0.801 -6.678
C 6.217 -3.683 0.832
Be -0.081 -0.084 0.104
Be 0.316 -1.647 0.700
Be -1.678 -2.274 -0.924
Be -0.945 -3.975 5.370


(5)
Molecular formula: CBr2Cl2S
Method: DFT, the ωB97M-V functional and the def2-TZVPD basis

Output
Multiplicity: 3
Net charge: 0
Relative energy (zero: lowest compared OMol25 entry of this formula, charge and spin), kcal/mol: 0.0
Highest occupied orbital energy (spin up / spin down), eV: -9.119 / -10.279
M, u: 274.8
Lowest unoccupied orbital energy (spin up / spin down), hartree: -0.024 / -0.145

Last column: natural (NBO) charge in e.
Cartesian coordinates (Å):
Br 1.39790 1.89101 0.11220  0.11
Br 0.50316 -0.32476 -1.97849  0.16
Cl -1.22471 -2.32336 1.03501  -0.37
Cl -1.53473 0.93899 -0.10496  0.11
S 0.72684 -0.59202 1.14168  0.53
C 0.13154 0.41013 -0.20543  -0.54

Cartesian forces, eV/Å:
Br -0.279 0.803 -0.469
Br -0.086 -0.133 0.683
Cl 0.465 0.421 0.086
Cl 0.346 -0.133 0.139
S -1.081 -1.636 -0.154
C 0.635 0.677 -0.285


(6)
Molecular formula: CBr2ClNO2
Method: DFT, the ωB97M-V functional and the def2-TZVPD basis

Output
Net charge: 0
Relative energy (zero: lowest compared OMol25 entry of this formula, charge and spin), kcal/mol: 0.6
Highest occupied orbital energy, eV: -10.903
M, u: 253.3
Lowest unoccupied orbital energy, hartree: -0.032

Last column: natural (NBO) charge in e.
Cartesian coordinates (Å):
Br 1.55330 -1.71216 -0.09957  0.08
Br 1.50333 1.52060 -0.32523  0.15
Cl 0.31163 0.06232 1.96222  0.13
O -1.68330 0.96100 -0.15760  -0.33
O -1.19524 -0.86245 -1.23720  -0.31
N -0.95254 0.02321 -0.44220  0.48
C 0.46282 0.00747 0.29957  -0.20

Cartesian forces, eV/Å:
Br -1.239 1.382 -0.127
Br -0.431 -0.263 -0.218
Cl -0.800 0.182 1.516
O 1.187 -1.041 -0.031
O 0.577 0.791 0.918
N -0.725 0.053 -0.418
C 1.430 -1.105 -1.638


(7)
Molecular formula: CBr2F2
Method: DFT, the ωB97M-V functional and the def2-TZVPD basis

Output
Net charge: 0
Relative energy (zero: lowest compared OMol25 entry of this formula, charge and spin), kcal/mol: 18.4
Highest occupied orbital energy, eV: -11.227
M, u: 209.8
Lowest unoccupied orbital energy, hartree: 0.002

Last column: natural (NBO) charge in e.
Cartesian coordinates (Å):
Br -1.15930 -0.05977 -1.46572  0.16
Br -0.20883 -1.35103 1.21763  0.17
F 1.34653 0.07916 -0.35631  -0.28
F -0.07369 1.41164 0.67744  -0.46
C 0.09529 -0.08000 -0.07304  0.40

Cartesian forces, eV/Å:
Br 0.238 0.083 -0.306
Br -0.112 -0.701 0.752
F 0.545 -0.744 -1.025
F -0.326 -3.368 -1.483
C -0.345 4.729 2.061


(8)
Molecular formula: CBr2F3P
Method: DFT, the ωB97M-V functional and the def2-TZVPD basis

Output
Net charge: 0
Relative energy (zero: lowest compared OMol25 entry of this formula, charge and spin), kcal/mol: 20.1
Highest occupied orbital energy, eV: -9.118
M, u: 259.8
Lowest unoccupied orbital energy, hartree: -0.029

Last column: natural (NBO) charge in e.
Cartesian coordinates (Å):
Br -2.88322 -1.59563 -0.09822  -0.18
Br -2.79695 1.59298 0.40345  -0.18
P -2.01278 0.17292 -1.04042  0.39
F 0.27606 -0.99358 0.80812  -0.32
F 1.34900 -0.04813 -0.85760  -0.32
F 0.51370 1.32664 0.47782  -0.32
C 0.36987 0.09323 -0.00274  0.94

Cartesian forces, eV/Å:
Br 0.135 -0.620 -0.070
Br -0.023 0.781 0.251
P 2.441 -0.166 0.646
F 0.823 1.950 -0.051
F 0.331 -0.808 -0.341
F -0.133 -0.966 1.383
C -3.576 -0.170 -1.818


(9)
Molecular formula: CBr3NO
Method: DFT, the ωB97M-V functional and the def2-TZVPD basis

Output
Net charge: 0
Relative energy (zero: lowest compared OMol25 entry of this formula, charge and spin), kcal/mol: 14.3
Highest occupied orbital energy (spin up / spin down), eV: -9.528 / -9.529
M, u: 281.7
Lowest unoccupied orbital energy (spin up / spin down), hartree: -0.074 / -0.074
SMILES: [O-][N+]#CBr.BrBr

Last column: natural (NBO) charge in e.
Cartesian coordinates (Å):
Br -1.62721 2.16744 -1.02247  0.02
Br -1.63261 1.15730 1.11016  0.00
Br 0.48668 -1.91483 1.75661  0.20
O 1.20299 -0.01249 -1.63943  -0.37
N 1.02233 -0.64261 -0.63869  0.16
C 0.54782 -0.75481 0.43383  -0.02

Cartesian forces, eV/Å:
Br 0.006 -0.517 1.058
Br -0.287 0.747 -0.936
Br -0.230 -0.947 1.419
O 0.828 -0.597 -1.120
N -1.027 2.262 -0.089
C 0.709 -0.949 -0.331


(10)
Molecular formula: CBr3NP
Method: DFT, the ωB97M-V functional and the def2-TZVPD basis

Output
Net charge: +1
Relative energy (zero: lowest compared OMol25 entry of this formula, charge and spin), kcal/mol: 79.1
Highest occupied orbital energy (spin up / spin down), eV: -15.340 / -15.342
M, u: 296.7
Lowest unoccupied orbital energy (spin up / spin down), hartree: -0.372 / -0.373

Last column: natural (NBO) charge in e.
Cartesian coordinates (Å):
Br 1.78178 0.64156 1.15288  0.06
Br -1.69029 -0.45972 2.99180  0.33
Br -0.79724 2.02346 -0.55724  0.07
P -0.11143 0.07715 0.17676  0.75
N 0.51045 -1.45831 -2.33805  -0.11
C 0.30673 -0.82414 -1.42615  -0.10

Cartesian forces, eV/Å:
Br -0.720 -0.742 -0.470
Br 0.627 0.083 -1.402
Br -0.160 -0.964 0.208
P 0.873 0.793 -0.687
N 0.547 -1.544 -2.396
C -1.167 2.374 4.746


(11)
Molecular formula: CBrClF2O
Method: DFT, the ωB97M-V functional and the def2-TZVPD basis

Output
Multiplicity: 3
Net charge: 0
Relative energy (zero: lowest compared OMol25 entry of this formula, charge and spin), kcal/mol: 49.3
Highest occupied orbital energy (spin up / spin down), eV: -9.126 / -10.542
M, u: 181.4
Lowest unoccupied orbital energy (spin up / spin down), hartree: -0.047 / -0.136

Last column: natural (NBO) charge in e.
Cartesian coordinates (Å):
Br 2.63818 -0.24598 0.64909  0.52
Cl -1.33714 -0.65708 -0.40623  0.55
F 0.05036 -2.05164 -0.42258  -0.68
F 1.46901 0.41539 -0.65175  -0.52
O -1.20430 1.76082 0.65247  -0.37
C -1.61612 0.77849 0.17900  0.51

Cartesian forces, eV/Å:
Br 1.661 -1.176 1.940
Cl 0.867 -1.631 0.235
F -0.670 0.152 -0.234
F -1.786 1.293 -2.020
O -1.624 -1.888 -0.740
C 1.552 3.251 0.820


(12)
Molecular formula: CBrClFNO2
Method: DFT, the ωB97M-V functional and the def2-TZVPD basis

Output
Net charge: 0
Relative energy (zero: lowest compared OMol25 entry of this formula, charge and spin), kcal/mol: 5.2
Highest occupied orbital energy, eV: -11.254
M, u: 192.4
Lowest unoccupied orbital energy, hartree: -0.023
SMILES: O=[N+]([O-])[C@@](F)(Cl)Br

Last column: natural (NBO) charge in e.
Cartesian coordinates (Å):
Br 2.07387 0.43656 0.26695  0.13
Cl 0.35859 -1.82331 -0.84252  0.05
F 0.06288 -0.68282 1.48499  -0.30
O -1.40137 0.20955 -1.16005  -0.34
O -0.79799 1.61242 0.31155  -0.30
N -0.66731 0.61734 -0.28043  0.47
C 0.37133 -0.36973 0.21951  0.29

Cartesian forces, eV/Å:
Br 0.571 0.400 -0.242
Cl 0.078 0.787 0.947
F -0.549 -0.069 -0.451
O 0.407 0.262 -0.139
O 0.399 2.763 1.738
N -1.861 -2.610 -1.660
C 0.956 -1.533 -0.193


Short version: F_max = 4.1, 1.8, 7.2, 15.3, 2.0, 2.4, 5.2, 4.0, 2.5, 5.4, 3.7, 3.6 eV Å⁻¹, in the order given.